The following is a quantum chemistry calculation of a molecular structure, C21H19N2OPdS, from the Open Molecules 2025 dataset.

Structure (XYZ):
```
45
Properties=species:S:1:pos:R:3
Pd -0.21 0.16 -0.41
O 1.15 -1.33 0.73
C 1.53 -2.37 -0.20
C 0.57 -3.53 -0.03
C -0.91 -3.12 -0.04
C -1.39 -2.61 -1.37
C -2.00 -3.44 -2.29
C -2.45 -2.94 -3.49
C -2.29 -1.59 -3.76
C -1.67 -0.81 -2.81
N -1.22 -1.30 -1.64
H 1.93 -0.87 1.04
H 2.55 -2.69 0.00
H 1.50 -1.97 -1.22
H 0.78 -4.02 0.93
H 0.77 -4.26 -0.82
H -1.08 -2.36 0.72
H -1.51 -3.98 0.24
H -2.13 -4.49 -2.04
H -2.93 -3.59 -4.21
H -2.64 -1.14 -4.68
H -1.51 0.25 -2.98
S 1.02 3.61 2.36
C -0.46 3.00 3.03
C -1.14 3.41 4.18
C -2.31 2.76 4.50
C -2.79 1.71 3.72
C -2.12 1.30 2.58
C -0.94 1.95 2.24
N -0.12 1.68 1.15
C 0.92 2.46 1.09
C 1.88 2.28 0.01
C 3.04 3.04 -0.14
C 3.89 2.78 -1.20
C 3.59 1.77 -2.11
C 2.42 1.01 -1.96
C 1.57 1.27 -0.90
H -0.77 4.22 4.79
H -2.86 3.06 5.39
H -3.71 1.21 4.00
H -2.48 0.49 1.96
H 3.27 3.82 0.57
H 4.80 3.36 -1.32
H 4.25 1.57 -2.94
H 2.20 0.23 -2.68
```

* spin multiplicity: 3
* electronic energy: -41421.8845 eV
* net charge: +1
* frontier orbital gap (spin up / spin down): 8.14 / 6.93 eV

List of natural (NBO) charges in e, atom by atom:
1 Pd 0.99
2 O -0.74
3 C -0.07
4 C -0.41
5 C -0.45
6 C 0.25
7 C -0.24
8 C -0.12
9 C -0.25
10 C 0.05
11 N -0.55
12 H 0.51
13 H 0.20
14 H 0.18
15 H 0.23
16 H 0.22
17 H 0.23
18 H 0.24
19 H 0.24
20 H 0.24
21 H 0.24
22 H 0.21
23 S 0.47
24 C -0.25
25 C -0.19
26 C -0.20
27 C -0.19
28 C -0.24
29 C 0.18
30 N -0.55
31 C 0.08
32 C -0.11
33 C -0.18
34 C -0.22
35 C -0.17
36 C -0.28
37 C -0.19
38 H 0.23
39 H 0.23
40 H 0.23
41 H 0.22
42 H 0.22
43 H 0.23
44 H 0.23
45 H 0.22



The following is a quantum chemistry calculation of a single C12H14N2O2 molecule at a distorted geometry, from the Open Molecules 2025 dataset.

Structure (XYZ):
```
30
Properties=species:S:1:pos:R:3
O -0.85 -2.68 0.31
C -0.39 -1.52 0.21
N 0.95 -1.14 0.15
N 1.39 -0.04 0.00
C 2.61 -0.02 -0.21
C 3.12 1.43 -0.18
H 2.50 2.01 -0.74
C 4.58 1.26 -0.84
H 5.23 2.08 -0.59
C 5.01 -0.10 -0.01
H 5.75 -0.37 -0.46
H 5.15 0.26 0.93
C 3.71 -1.06 -0.14
H 3.62 -1.46 0.87
H 3.62 -1.50 -1.06
H 4.52 1.05 -1.67
H 3.24 1.86 0.79
H 1.36 -2.11 0.26
C -1.40 -0.27 0.15
C -1.28 0.90 0.91
C -2.28 1.83 0.69
C -3.58 1.69 0.35
C -3.74 0.47 -0.32
C -2.82 -0.58 -0.18
H -2.94 -1.44 -1.02
O -4.87 0.17 -0.94
H -5.00 -0.95 -1.26
H -4.20 2.51 0.15
H -2.12 2.76 1.34
H -0.26 1.01 1.32
```

* spin multiplicity: 1
* structure (SMILES): O=C(NN=C1CCCC1)c1cccc(O)c1
* electronic energy: -19737.9447 eV
* frontier orbital gap: 8.87 eV

List of natural (NBO) charges in e, atom by atom:
1 O -0.60
2 C 0.66
3 N -0.42
4 N -0.21
5 C 0.24
6 C -0.42
7 H 0.21
8 C -0.32
9 H 0.20
10 C -0.33
11 H 0.17
12 H 0.19
13 C -0.52
14 H 0.24
15 H 0.24
16 H 0.14
17 H 0.20
18 H 0.38
19 C -0.08
20 C -0.26
21 C -0.17
22 C -0.28
23 C 0.32
24 C -0.28
25 H 0.20
26 O -0.67
27 H 0.49
28 H 0.23
29 H 0.20
30 H 0.24



The following is a quantum chemistry calculation of a single C5H6O2 molecule, from the Open Molecules 2025 dataset.

Structure (XYZ):
```
13
Properties=species:S:1:pos:R:3
O 2.03 -1.26 -0.60
C 1.53 -0.16 -0.52
C 0.11 0.12 -0.19
C -0.30 -0.38 1.20
C -0.89 -1.00 0.00
C -0.44 1.42 -0.64
O -1.61 1.73 -0.53
H 2.16 0.76 -0.62
H -0.89 0.31 1.80
H 0.48 -0.93 1.73
H -1.91 -0.73 -0.25
H -0.56 -2.00 -0.28
H 0.29 2.12 -1.10
```

* spin multiplicity: 1
* structure (SMILES): O=CC1(C=O)CC1
* electronic energy: -9375.7802 eV
* frontier orbital gap: 10.55 eV

List of natural (NBO) charges in e, atom by atom:
1 O -0.52
2 C 0.45
3 C -0.33
4 C -0.34
5 C -0.38
6 C 0.45
7 O -0.53
8 H 0.11
9 H 0.23
10 H 0.23
11 H 0.25
12 H 0.24
13 H 0.12



The following is a quantum chemistry calculation of a molecular structure, C3H12N4 at a distorted geometry, from the Open Molecules 2025 dataset.

Structure (XYZ):
```
19
Properties=species:S:1:pos:R:3
C -1.03 -1.39 1.35
N -0.58 -0.18 0.69
C -0.41 1.28 1.69
C 0.03 2.36 1.07
H -1.13 0.24 -0.04
H -0.50 1.20 2.77
H -2.12 -1.43 1.41
H -0.65 -1.49 2.37
H -0.69 -2.29 0.84
H 0.17 2.37 -0.02
H 0.30 3.28 1.58
N 0.70 -0.99 -1.31
N 2.01 -0.49 -1.49
N -0.07 -0.47 -2.34
H 0.51 -0.28 -0.05
H 2.62 -1.29 -1.63
H -0.35 0.50 -2.14
H 2.09 0.10 -2.31
H -0.92 -1.03 -2.46
```

* spin multiplicity: 1
* electronic energy: -9259.6956 eV
* frontier orbital gap: 6.83 eV

List of natural (NBO) charges in e, atom by atom:
1 C -0.42
2 N -0.62
3 C -0.01
4 C -0.44
5 H 0.39
6 H 0.21
7 H 0.19
8 H 0.21
9 H 0.24
10 H 0.21
11 H 0.23
12 N -0.46
13 N -0.73
14 N -0.71
15 H 0.43
16 H 0.33
17 H 0.28
18 H 0.33
19 H 0.35